{
  "formula": "C31H43ClN2OS2",
  "method": "the ωB97M-V functional and the def2-TZVPD basis",
  "species": ["Cl", "S", "S", "O", "N", "N", "C", "C", "C", "C", "C", "C", "C", "C", "C", "C", "C", "C", "C", "C", "C", "C", "C", "C", "C", "C", "C", "C", "C", "C", "C", "C", "C", "C", "C", "C", "C", "H", "H", "H", "H", "H", "H", "H", "H", "H", "H", "H", "H", "H", "H", "H", "H", "H", "H", "H", "H", "H", "H", "H", "H", "H", "H", "H", "H", "H", "H", "H", "H", "H", "H", "H", "H", "H", "H", "H", "H", "H", "H", "H"],
  "xyz": [[6.26, -3.45, 0.12], [1.40, 0.42, -2.88], [-2.25, 4.35, -2.26], [2.19, -1.55, 2.82], [2.33, 1.21, 0.02], [1.17, 3.12, 1.53], [-3.16, 2.00, 0.69], [1.21, 1.88, -0.55], [2.66, -0.09, -0.48], [3.65, -4.08, -1.89], [-0.93, 3.39, -1.53], [3.97, -4.36, 1.35], [-0.85, 2.07, -3.73], [-1.10, 4.74, 0.60], [3.81, -2.22, -0.06], [-1.93, 2.76, 2.75], [-5.88, 0.29, -0.38], [-2.58, 4.52, 1.02], [2.94, -0.62, 2.80], [4.65, -3.08, 0.86], [2.34, -4.85, -2.08], [-0.46, 3.64, -0.23], [-6.52, -0.70, 0.56], [2.31, -0.57, -1.73], [-2.92, 3.16, 1.65], [1.47, -5.01, -0.83], [-0.38, 2.39, -2.34], [2.66, -1.84, -2.13], [-5.73, -0.16, -1.81], [-5.52, 1.50, 0.08], [3.92, -0.38, 1.68], [3.40, -2.70, -1.31], [0.69, 1.66, -1.82], [4.83, -5.02, 2.46], [3.45, -0.92, 0.34], [-4.26, 2.22, -0.36], [0.62, 2.89, 0.24], [-3.26, 4.78, 0.22], [1.46, -4.14, -0.19], [-1.49, 2.84, -4.16], [-5.88, -1.58, 0.62], [4.89, -2.55, 1.77], [2.96, 0.12, 3.62], [-7.48, -1.03, 0.14], [4.05, -3.92, -2.89], [5.53, -4.30, 2.87], [-2.50, 2.27, 3.54], [-3.94, 1.84, -1.33], [1.21, 2.27, 2.09], [-1.07, 5.64, -0.02], [1.78, -5.86, -0.22], [-0.03, 1.90, -4.43], [-1.20, 2.03, 2.41], [2.54, -5.86, -2.46], [-6.65, -0.68, -2.07], [-1.75, 5.59, -2.15], [-0.55, 4.99, 1.50], [-4.51, 3.27, -0.51], [4.40, -4.64, -1.35], [-1.42, 1.14, -3.70], [2.98, -4.11, 1.74], [2.09, 1.06, 0.98], [-6.70, -0.25, 1.53], [0.43, -5.22, -1.11], [-2.77, 5.27, 1.80], [2.35, -2.17, -3.11], [3.87, -5.09, 0.56], [4.22, -5.45, 3.25], [-4.91, -0.88, -1.94], [4.92, -0.71, 1.93], [1.73, -4.36, -2.84], [-1.47, 3.63, 3.22], [-2.25, 1.66, 0.19], [0.62, 3.77, 2.06], [-3.87, 3.31, 2.17], [-5.62, 0.67, -2.50], [5.44, -5.78, 1.99], [-3.49, 1.15, 1.30], [-6.16, 2.04, 0.77], [4.01, 0.71, 1.56]],
  "mulliken_charge": [-0.159, -0.552, -0.187, -0.448, -0.440, -0.651, -0.802, -0.733, -0.019, -1.108, 2.098, -0.234, -2.500, -2.386, -0.112, -1.861, 1.024, -0.899, 0.067, -0.304, -0.373, -0.372, -1.449, 0.495, 0.773, -1.116, 0.209, -0.998, -1.401, -1.209, -2.076, 0.887, 0.670, -1.383, 0.486, -0.321, 1.132, 0.379, 0.185, 0.493, 0.294, 0.436, 0.482, 0.403, 0.323, 0.300, 0.489, 0.221, 0.160, 0.511, 0.281, 0.546, 0.223, 0.446, 0.457, 0.168, 0.444, 0.379, 0.456, 0.410, 0.544, 0.005, 0.372, 0.394, 0.527, 0.432, -0.086, 0.351, 0.287, 0.772, 0.407, 0.359, 0.060, 0.341, 0.644, 0.358, 0.366, 0.605, 0.335, 0.698],
  "multiplicity": 1,
  "gap_ev": 7.9,
  "smiles": "CCCc1cc2c(c(CC=O)c1[C@H](Cl)CC)Nc1c(N)c(CC[C@H](C)CCC=C(C)C)c(S)c(C)c1S2"
}



{
  "formula": "C3H10NOS",
  "method": "the ωB97M-V functional and the def2-TZVPD basis",
  "species": ["S", "O", "N", "C", "C", "C", "H", "H", "H", "H", "H", "H", "H", "H", "H", "H"],
  "xyz": [[-2.13, -1.80, -0.70], [2.41, 0.08, 0.57], [-0.05, 1.54, 0.47], [2.49, -0.86, -0.18], [-0.96, 0.69, -0.39], [-1.42, -0.54, 0.39], [-0.94, -2.23, -1.18], [-0.38, 0.43, -1.28], [2.39, -0.73, -1.27], [-0.58, -0.96, 0.96], [-2.18, -0.26, 1.11], [2.68, -1.88, 0.18], [0.13, 2.44, 0.02], [-1.81, 1.30, -0.69], [0.85, 1.05, 0.63], [-0.49, 1.75, 1.37]],
  "mulliken_charge": [-0.118, -0.545, -0.154, -0.074, -0.474, -0.768, 0.132, 0.339, 0.269, 0.366, 0.375, 0.293, 0.380, 0.364, 0.225, 0.388],
  "multiplicity": 1,
  "gap_ev": 9.5,
  "total_charge": 1
}



{
  "formula": "C21H30BF4IrN15S2Te",
  "method": "the ωB97M-V functional and the def2-TZVPD basis",
  "species": ["Ir", "Te", "S", "S", "F", "F", "F", "F", "N", "N", "N", "N", "N", "N", "N", "N", "N", "N", "N", "N", "N", "N", "N", "C", "C", "C", "C", "C", "C", "C", "C", "C", "C", "C", "C", "C", "C", "C", "C", "C", "C", "C", "C", "C", "B", "H", "H", "H", "H", "H", "H", "H", "H", "H", "H", "H", "H", "H", "H", "H", "H", "H", "H", "H", "H", "H", "H", "H", "H", "H", "H", "H", "H", "H", "H"],
  "xyz": [[-0.29, 0.27, 0.16], [1.50, 0.07, -2.17], [-2.37, 1.19, -0.73], [4.14, 1.63, -0.75], [-0.34, -2.03, -3.87], [-1.92, -3.32, -2.79], [0.25, -3.26, -2.01], [-1.12, -1.43, -1.79], [0.55, 3.40, 2.00], [1.25, 2.67, -1.31], [-1.26, 0.66, 3.10], [1.74, 3.85, -1.19], [-4.32, -0.63, -0.83], [1.64, -0.47, 1.43], [-0.47, 2.49, 3.95], [-3.56, -0.10, 1.27], [-0.61, 1.31, 2.10], [0.72, 2.28, -0.12], [2.37, -1.99, 2.84], [-1.17, 1.37, 4.17], [-0.72, -1.87, 0.88], [0.15, -3.80, 1.46], [1.56, 4.31, 0.05], [-6.08, 0.66, 3.17], [3.38, 0.20, -1.31], [-1.58, -2.87, 0.49], [-4.28, -0.71, -2.30], [-0.15, 2.42, 2.66], [-5.20, 1.90, 3.02], [5.50, 0.77, -0.20], [3.19, -0.88, 2.97], [-5.68, -0.88, -2.87], [2.72, 0.04, 2.10], [-6.79, 1.13, -1.70], [-6.48, 0.42, -3.02], [0.93, 3.32, 0.68], [-3.49, 0.05, -0.05], [4.17, -0.90, -1.09], [-5.91, -0.39, 2.08], [-1.06, -4.07, 0.85], [0.31, -2.46, 1.44], [5.39, -0.57, -0.44], [1.45, -1.68, 1.90], [-4.50, -0.96, 1.97], [-0.77, -2.55, -2.66], [-2.47, -2.67, -0.07], [-4.07, -1.11, 2.97], [3.08, 1.04, 1.90], [-5.89, 0.19, 4.14], [3.89, -1.90, -1.37], [0.77, 4.24, 2.50], [0.82, -4.48, 1.75], [-5.88, 1.48, -1.20], [4.01, -0.87, 3.67], [-7.13, 0.97, 3.19], [6.33, 1.29, 0.25], [-2.88, 0.39, 1.83], [2.41, -2.81, 3.40], [-6.20, 0.05, 1.11], [-5.51, 2.68, 3.72], [-5.26, 2.31, 2.01], [-7.41, 0.19, -3.53], [-7.42, 2.00, -1.87], [-6.60, -1.22, 2.26], [-4.97, -1.26, -0.38], [-5.92, 1.09, -3.67], [-7.32, 0.47, -1.01], [-5.58, -1.35, -3.84], [-1.41, -5.08, 0.69], [-3.63, -1.53, -2.58], [-6.25, -1.59, -2.25], [-3.83, 0.21, -2.66], [6.15, -1.29, -0.18], [-4.51, -1.95, 1.50], [-4.15, 1.68, 3.24]],
  "lowdin_spin": [2.684, 1.046, 0.205, 0.015, 0.009, 0.002, 0.015, 0.052, 0.009, 0.136, 0.006, 0.013, 0.018, 0.074, 0.004, 0.017, 0.142, 0.120, 0.002, 0.016, 0.066, 0.007, 0.017, 0.000, 0.085, 0.006, 0.006, 0.015, 0.000, 0.035, 0.003, 0.001, 0.006, 0.000, 0.000, 0.011, 0.040, 0.051, 0.001, 0.002, 0.018, 0.003, 0.004, 0.002, 0.014, 0.000, 0.000, 0.000, 0.000, 0.006, 0.000, 0.001, 0.001, 0.001, 0.000, 0.002, 0.001, 0.001, 0.000, 0.000, 0.000, 0.000, 0.000, 0.000, 0.001, 0.000, 0.000, 0.000, 0.001, 0.000, 0.000, 0.004, -0.001, 0.000, 0.000],
  "multiplicity": 6,
  "gap_ev": [7.3, 5.9]
}



{
  "formula": "C53H121Cl10NO2",
  "method": "the ωB97M-V functional and the def2-TZVPD basis",
  "species": ["Cl", "Cl", "Cl", "Cl", "Cl", "Cl", "Cl", "Cl", "Cl", "Cl", "O", "O", "N", "C", "C", "C", "C", "C", "C", "C", "C", "C", "C", "C", "C", "C", "C", "C", "C", "C", "C", "C", "C", "C", "C", "C", "C", "C", "C", "C", "C", "C", "C", "C", "C", "C", "C", "C", "C", "C", "C", "C", "C", "C", "C", "C", "C", "C", "C", "C", "C", "C", "C", "C", "C", "C", "H", "H", "H", "H", "H", "H", "H", "H", "H", "H", "H", "H", "H", "H", "H", "H", "H", "H", "H", "H", "H", "H", "H", "H", "H", "H", "H", "H", "H", "H", "H", "H", "H", "H", "H", "H", "H", "H", "H", "H", "H", "H", "H", "H", "H", "H", "H", "H", "H", "H", "H", "H", "H", "H", "H", "H", "H", "H", "H", "H", "H", "H", "H", "H", "H", "H", "H", "H", "H", "H", "H", "H", "H", "H", "H", "H", "H", "H", "H", "H", "H", "H", "H", "H", "H", "H", "H", "H", "H", "H", "H", "H", "H", "H", "H", "H", "H", "H", "H", "H", "H", "H", "H", "H", "H", "H", "H", "H", "H", "H", "H", "H", "H", "H", "H", "H", "H", "H", "H", "H", "H"],
  "xyz": [[-2.93, -2.03, -5.72], [6.96, -6.45, -0.29], [-3.85, -1.64, -2.54], [2.62, -5.01, 1.59], [6.12, -6.62, -3.39], [-4.94, 1.83, -2.44], [-4.03, 0.75, 0.75], [-1.47, -6.61, 2.05], [-0.81, -5.47, -2.25], [1.90, -7.13, -1.28], [2.62, 3.75, -2.93], [1.45, 1.89, -3.02], [2.52, 2.51, -2.85], [2.43, -0.34, -6.10], [-2.32, 4.34, 6.15], [-5.44, 6.18, 1.59], [5.31, -6.22, -0.82], [-5.97, 1.87, -0.94], [3.01, -1.37, 4.38], [0.62, -7.74, -2.29], [-6.84, -2.27, 5.67], [-1.02, 3.92, -3.72], [-2.62, -3.09, 0.95], [4.94, -1.83, -4.40], [1.61, -2.24, -0.41], [1.38, 0.10, -8.45], [0.50, -0.13, 0.52], [6.25, 4.07, 0.93], [-1.99, 3.16, -4.70], [3.63, -2.37, -4.98], [-1.89, 4.48, 4.65], [0.18, -6.28, 1.32], [6.18, 3.09, 2.17], [1.01, -5.37, 2.25], [-2.09, -0.02, 6.43], [-0.86, -1.10, 4.53], [-5.58, -2.83, 3.49], [-4.15, 4.59, 3.20], [-1.63, 6.95, -1.25], [-5.52, -2.65, 5.00], [-5.68, 0.74, 0.08], [0.03, -6.64, -3.20], [2.09, -2.97, -1.66], [-1.87, -0.07, 4.94], [3.65, 1.65, -2.68], [4.75, 2.65, 2.54], [7.69, 4.48, 0.74], [-3.97, -3.37, 1.53], [-1.70, 5.04, -3.03], [2.52, -1.31, -4.95], [3.98, 1.84, 1.41], [0.62, -0.68, 4.64], [-2.37, -0.97, -3.28], [-4.15, -2.69, 2.89], [-0.80, 5.85, -1.94], [-2.86, 3.86, 3.64], [4.51, 0.38, 1.25], [-4.04, 5.69, 2.14], [-1.73, -1.82, -4.36], [-0.14, 1.22, 0.15], [-1.27, 2.03, -5.46], [1.72, -0.96, -7.41], [1.59, -1.78, 4.25], [-0.85, 1.90, 1.29], [0.91, -0.92, -0.70], [5.21, -5.58, -2.28], [-1.21, 0.06, 7.06], [2.35, -1.75, -7.82], [4.78, -1.59, -3.35], [1.84, 0.54, -5.84], [0.15, -1.34, -1.36], [-2.42, 6.39, -0.75], [1.43, -1.92, 3.18], [-0.19, -8.10, -1.65], [-1.03, -2.02, 5.10], [-5.87, -0.23, -0.36], [5.21, -0.82, -4.73], [8.11, 5.19, 1.45], [2.73, -3.81, -1.38], [0.76, 0.89, -8.02], [-6.35, -2.16, 3.10], [3.09, -0.39, 3.92], [-2.01, 1.50, -6.05], [7.75, 4.95, -0.24], [-1.76, 5.56, 4.53], [-0.40, 5.10, -1.26], [3.23, -1.20, 5.44], [8.50, 3.75, 0.71], [5.79, 3.67, 0.04], [-2.07, 5.76, -3.76], [5.86, -2.40, -4.46], [5.46, 0.29, 0.74], [-0.09, 4.27, -4.16], [-4.01, -1.62, 3.01], [-2.53, 4.59, -2.48], [4.89, -7.23, -0.77], [-2.47, -0.99, 6.77], [-3.29, 4.83, 6.22], [4.90, -5.60, -0.02], [5.66, -4.60, -2.15], [4.52, -0.12, 2.22], [-2.85, -0.37, 4.57], [-2.65, 0.05, -3.55], [-0.73, 3.23, -2.92], [-7.65, -3.00, 5.61], [2.65, -2.30, -2.32], [3.35, 0.19, -6.32], [-5.71, 2.79, -0.41], [-6.00, 6.58, 2.44], [-1.80, -3.55, 1.51], [0.70, 1.79, -0.25], [-2.32, 3.30, 6.48], [-2.87, 0.67, 6.72], [-1.40, 2.77, 0.93], [-0.17, -0.79, 1.09], [-4.85, 4.84, 4.00], [-0.71, -7.00, -3.91], [2.24, 0.60, -8.89], [3.77, -2.76, -5.99], [4.09, 2.44, 0.50], [1.14, -5.77, 3.25], [6.78, 2.21, 1.94], [3.91, -0.24, 0.58], [-5.93, 5.32, 1.12], [-6.64, -1.99, 6.71], [1.61, -1.90, -4.84], [3.36, -3.17, -4.29], [1.57, -0.29, -1.31], [4.12, 1.72, -3.66], [0.98, -8.58, -2.89], [0.85, 0.18, 4.01], [4.27, 2.06, -1.89], [-0.90, 4.03, 4.59], [1.41, 0.09, 1.08], [-1.47, -2.85, -4.10], [-0.12, 2.27, 2.01], [0.43, -4.45, 2.27], [-0.50, 2.54, -6.04], [2.39, -2.07, 0.33], [-3.48, 5.37, 1.27], [4.19, -5.38, -2.61], [-3.49, 6.54, 2.54], [0.79, -1.45, -7.16], [-1.99, 7.63, -2.02], [0.88, -2.91, 0.04], [-0.61, 1.19, -0.84], [-1.68, 0.90, 4.48], [-2.46, -2.02, 0.88], [-0.89, -1.23, -4.72], [1.30, -3.37, -2.29], [-7.21, -1.35, 5.22], [-3.46, -3.17, 3.59], [-0.84, 1.33, -4.74], [-4.64, -3.02, 0.74], [0.05, -5.93, 0.29], [0.62, -7.27, 1.41], [0.83, -0.36, 5.66], [1.40, -2.73, 4.75], [-2.44, 3.81, -5.45], [-1.04, -1.33, 3.48], [-6.33, 0.77, 0.95], [4.21, 3.57, 2.78], [-5.18, -3.57, 5.46], [-1.60, 4.90, 6.74], [2.58, -0.81, -3.99], [-1.71, -0.90, -2.42], [-1.05, 7.56, -0.56], [-2.23, 3.86, 2.74], [-1.63, 1.33, 1.79], [0.02, 6.37, -2.44], [3.38, 0.61, -2.49], [4.69, 2.07, 3.46], [-4.81, 3.85, 2.73], [-4.74, -1.98, 5.37], [-2.75, 2.77, -4.03], [3.76, -2.04, 3.97], [6.73, 3.54, 3.00], [-4.19, -4.44, 1.60], [2.90, 1.93, 1.51], [-7.02, 1.90, -1.20], [-2.60, -3.38, -0.10], [-3.05, 2.82, 3.92], [0.82, -0.32, -9.28], [0.78, -6.14, -3.81], [-6.03, -3.80, 3.28], [-5.30, 7.06, 0.97], [5.70, 4.98, 1.15]],
  "mulliken_charge": [-0.231, -0.187, -0.185, -0.104, -0.204, -0.165, 0.196, -0.207, -0.005, -0.035, -0.588, -0.291, 0.878, -0.717, -1.107, -1.243, -0.119, -0.282, -1.152, -0.645, -1.544, 0.493, 0.231, -1.122, -0.563, -1.260, 1.777, 0.259, -0.024, -0.546, -0.684, -0.045, -0.771, -0.001, -1.857, 0.250, -0.833, -0.923, -1.032, 0.126, -0.837, -0.687, 0.062, 0.683, -0.064, -1.041, -1.483, -0.975, -0.844, 1.568, 0.655, -0.668, 1.090, 0.402, -0.192, 0.917, -0.722, -0.013, 0.604, -0.911, -0.736, -0.304, 0.463, -1.117, 1.265, 0.111, 0.339, 0.357, 0.166, 0.070, -0.424, 0.044, -0.368, 0.319, 0.612, 0.315, 0.347, 0.354, 0.067, 0.185, 0.331, -0.079, 0.377, 0.392, 0.396, 0.140, 0.396, 0.366, -0.050, 0.355, 0.362, 0.448, 0.391, -0.186, 0.197, 0.303, 0.422, 0.324, -0.110, 0.284, 0.174, -0.175, -0.108, -0.552, 0.335, -0.553, 0.535, -0.026, 0.335, -0.239, 0.219, 0.145, 0.446, 0.522, -0.664, 0.431, 0.428, 0.339, 0.506, 0.031, 0.511, 0.300, -0.096, 0.235, 0.397, 0.164, 0.087, -0.791, 0.355, 0.417, 0.086, -0.137, 0.340, -0.277, 0.165, 0.383, -0.290, 0.483, 0.515, -0.090, -0.065, 0.402, 0.227, 0.336, -0.034, 0.410, -0.194, -0.176, -0.320, 0.154, 0.344, 0.248, -0.308, 0.212, -0.354, 0.456, 0.557, 0.476, 0.501, -0.655, 0.361, 0.415, 0.340, 0.378, -1.275, -1.041, 0.394, -0.501, -0.208, 0.378, -0.202, 0.411, 0.250, -0.061, -0.362, 0.416, 0.456, 0.357, -0.362, 0.418, 0.369, 0.068, 0.407, 0.248, 0.395, 0.400, 0.243],
  "multiplicity": 1,
  "gap_ev": 10.0
}